Entry from the OMol25 dataset: C17H20N5OPW as an isolated structure in a non-equilibrium geometry (wB97M-V/def2-TZVPD).

Properties
Gap between HOMO and LUMO (alpha / beta) in Ha: 0.206 / 0.201
Highest occupied orbital energy (alpha / beta) in eV: -20.6039 / -20.6108
Total charge: +4
E_tot in Ha: -1415.72247
Largest force on an atom in eV/Å: 1.314
Spin multiplicity: 3

```
45
C17H20N5OPW | the OMol25 dataset | wB97M-V/def2-TZVPD
W -0.4355 -0.7963 0.0211
N -0.6611 3.1204 -1.5923
C -0.9997 1.9275 -1.2298
N -0.0859 1.0040 -0.7945
C 1.3151 1.3548 -0.8542
N 2.1847 0.4161 -0.6757
N 1.5218 -0.7964 -0.5625
C 2.0564 -1.9042 -0.9611
C 1.1097 -3.0034 -1.1137
C 1.4403 -4.2630 -1.5452
C 0.4069 -5.1855 -1.7986
C -0.9102 -4.7986 -1.6263
C -1.1857 -3.5120 -1.1827
N -0.2073 -2.6213 -0.9182
C 1.6675 2.7187 -1.1432
C 2.9899 3.1722 -1.1052
C 3.2684 4.4863 -1.4491
C 2.2508 5.3529 -1.8475
C 0.9277 4.9236 -1.9039
C 0.6619 3.6157 -1.5459
H -1.3908 3.7462 -1.9331
H -2.0452 1.6464 -1.2893
H 3.0954 -1.9398 -1.2815
H 2.4753 -4.5401 -1.7066
H 0.6525 -6.1838 -2.1436
H -1.7324 -5.4724 -1.8325
H -2.2091 -3.1806 -1.0402
H 3.7875 2.5031 -0.8117
H 4.2901 4.8410 -1.4142
H 2.4892 6.3726 -2.1215
H 0.1405 5.5963 -2.2216
C -2.2193 -2.0263 3.9041
P -1.5713 -0.7907 2.8174
C -1.0026 0.6186 3.7254
C -2.7363 -0.3056 1.4991
O -0.3997 -1.3535 1.8373
H -3.0368 -1.5492 4.4591
H -1.4422 -2.3188 4.6166
H -2.5970 -2.9085 3.3864
H -1.8647 1.1055 4.1949
H -0.4855 1.3470 3.0966
H -0.3225 0.2819 4.5138
H -3.7390 -0.7103 1.6951
H -2.6074 -0.7684 0.4726
H -2.8443 0.7778 1.4058
```

---

Entry from the OMol25 dataset: C8H9NO2S as an isolated structure in a non-equilibrium geometry (wB97M-V/def2-TZVPD).

Properties
Gap between HOMO and LUMO in Ha: 0.345
Highest occupied orbital energy in eV: -8.8571
E_tot in Ha: -913.46104
Largest force on an atom in eV/Å: 5.591

```
21
C8H9NO2S | the OMol25 dataset | wB97M-V/def2-TZVPD
C 1.3344 -1.1374 -2.3945
C 0.7129 -1.7063 -1.0129
C 0.1996 0.1477 0.9207
C 0.1064 1.5296 1.2531
C -0.1934 1.8589 2.5559
C -0.1434 0.9915 3.6444
C 0.1826 -0.3080 3.2721
C 0.4304 -0.8151 1.8921
H 2.2928 -0.0725 -1.8929
H 1.9882 -1.9737 -3.2794
H 1.6084 -2.2158 -0.4348
H -0.3626 -2.2427 -0.9713
H 0.2809 2.3679 0.4877
H -0.3964 2.8554 2.8975
H -0.4155 1.1696 4.6681
H 0.4442 -1.0353 4.0813
H 0.6922 -1.7643 1.5555
N 0.4448 -0.2620 -0.4801
O -1.9938 -0.2790 -1.7295
O 0.1860 -0.3292 -2.9686
S -0.6601 0.3903 -1.6845
```

---

Entry from the OMol25 dataset: a 10-piece molecular cluster, C31H47ClNO28S overall in a non-equilibrium geometry (wB97M-V/def2-TZVPD).

Properties
Gap between HOMO and LUMO in Ha: 0.278
Highest occupied orbital energy in eV: -11.9935
Total charge: +1
E_tot in Ha: -4229.10029
Largest force on an atom in eV/Å: 1.164

```
109
C31H47ClNO28S | the OMol25 dataset | wB97M-V/def2-TZVPD
C 3.4871 -0.3163 2.5195
C 3.8970 0.4337 1.2732
O 3.0264 0.0990 0.1185
S 3.8730 -0.7963 -0.9076
Cl 3.0242 -0.5024 -2.6832
C 3.5154 -2.5093 -0.4626
N 4.7264 -3.2955 -0.2893
C 5.7816 -2.6266 0.4770
H 4.3467 -0.4978 3.1482
H 3.0204 -1.2656 2.2923
H 2.7642 0.2693 3.0724
H 4.9294 0.2454 1.0023
H 3.8118 1.4988 1.4321
H 2.8627 -2.5418 0.4111
H 2.9446 -2.9280 -1.2866
H 4.4217 -4.0624 0.3178
H 6.5660 -3.3535 0.6388
H 5.4706 -2.3019 1.4731
H 6.2467 -1.8190 -0.0747
C 0.4588 1.8613 0.0620
C 0.4131 3.3366 -0.2607
O -0.9401 3.5051 -0.7098
C -1.6861 2.5173 -0.1787
O -2.8739 2.4631 -0.2164
O -0.9002 1.5816 0.4147
H 1.1248 1.6254 0.8871
H 0.7305 1.2516 -0.8021
H 0.5745 3.9642 0.6173
H 1.1156 3.6256 -1.0380
C -2.3719 -1.2837 -0.2490
C -2.0543 -0.8766 -1.6718
O -0.7447 -1.4555 -1.8600
C -0.6203 -2.4848 -1.0068
O 0.2679 -3.2851 -1.0628
O -1.6210 -2.5081 -0.1114
H -3.4304 -1.4634 -0.0834
H -2.0100 -0.5685 0.4876
H -2.7396 -1.3128 -2.4088
H -2.0211 0.2011 -1.8124
C 1.5024 -7.4663 1.0548
C 1.1041 -6.1979 0.3410
O 2.0741 -5.2555 0.8409
C 3.1499 -5.9553 1.2469
O 4.1954 -5.4416 1.5437
O 2.9193 -7.2643 1.2623
H 1.3261 -8.3599 0.4620
H 1.0087 -7.5644 2.0235
H 1.2168 -6.2671 -0.7415
H 0.0939 -5.8764 0.5733
C 0.0852 7.6332 -2.3127
C -0.4099 7.1806 -3.6691
O 0.5698 6.1980 -4.0385
C 1.1378 5.7303 -2.9106
O 1.8668 4.7872 -2.8572
O 0.7716 6.4646 -1.8392
H -0.7153 7.9099 -1.6328
H 0.7984 8.4554 -2.3783
H -1.3872 6.6987 -3.6190
H -0.4447 7.9812 -4.4022
C -1.8191 0.1007 -6.2941
C -3.1889 0.4191 -6.8534
O -4.0418 -0.4224 -6.0651
C -3.4145 -0.6915 -4.9071
O -3.9194 -1.2366 -3.9736
O -2.1278 -0.2737 -4.9405
H -1.1409 0.9494 -6.3120
H -1.3455 -0.7457 -6.7929
H -3.4782 1.4589 -6.6929
H -3.2859 0.1814 -7.9086
C -4.1997 1.2281 3.1409
C -4.3656 2.5985 2.5238
O -4.5335 3.4331 3.6782
C -3.9658 2.8085 4.7337
O -3.7790 3.3186 5.7915
O -3.6269 1.5359 4.4187
H -3.5392 0.5810 2.5692
H -5.1522 0.7187 3.2959
H -3.4832 2.9252 1.9821
H -5.2279 2.6702 1.8675
C 2.3292 -3.0986 -6.3509
C 1.4060 -2.5347 -5.2906
O 0.4611 -1.7964 -6.0653
C 0.4445 -2.3176 -7.3226
O -0.3514 -2.0330 -8.1521
O 1.4607 -3.2007 -7.4827
H 2.7381 -4.0712 -6.0908
H 3.1492 -2.4211 -6.5982
H 0.8776 -3.3130 -4.7369
H 1.8993 -1.8728 -4.5827
C 0.5988 -5.7322 6.3212
C 1.6507 -5.1484 5.4023
O 1.4287 -5.8764 4.1877
C 0.1498 -6.3229 4.1953
O -0.3857 -6.8232 3.2560
O -0.4231 -6.1316 5.3973
H 0.2080 -5.0151 7.0373
H 0.9520 -6.6146 6.8557
H 1.4935 -4.0860 5.2079
H 2.6655 -5.2994 5.7597
C -4.1022 7.3323 6.1525
C -2.9461 6.5283 5.6031
O -2.5072 7.3384 4.5038
C -2.8962 8.6162 4.7378
O -2.5456 9.5540 4.0998
O -3.7387 8.6729 5.7974
H -4.2166 7.2374 7.2286
H -5.0493 7.0850 5.6705
H -2.1268 6.4314 6.3180
H -3.2397 5.5413 5.2637
```

---

Entry from the OMol25 dataset: one molecule with the formula C20H22N4O2 (wB97M-V/def2-TZVPD).

Properties
Gap between HOMO and LUMO in Ha: 0.296
Highest occupied orbital energy in eV: -7.8945
E_tot in Ha: -1144.85161
Largest force on an atom in eV/Å: 0.780
SMILES string: OCCN1CCN(c2nc(-c3ccccc3O)nc3ccccc23)CC1

```
48
C20H22N4O2 | the OMol25 dataset | wB97M-V/def2-TZVPD
O -6.1246 -0.7019 0.6915
C -5.2264 -1.6233 1.2528
C -4.0735 -1.9885 0.3094
N -3.5558 -0.8186 -0.3726
C -3.0379 0.1804 0.5520
C -2.0939 1.1468 -0.1577
N -0.9189 0.4389 -0.6258
C 0.3516 0.8386 -0.3819
N 1.2622 -0.1220 -0.3214
C 2.5287 0.1767 0.0468
C 3.5007 -0.9161 0.1008
C 4.8232 -0.6190 0.4389
C 5.7819 -1.6051 0.5107
C 5.4330 -2.9229 0.2442
C 4.1347 -3.2423 -0.0900
C 3.1544 -2.2528 -0.1687
O 1.9046 -2.6248 -0.4972
N 2.9308 1.3721 0.4029
C 2.0727 2.3974 0.2456
C 2.5339 3.7013 0.5135
C 1.7381 4.7824 0.2522
C 0.4702 4.6045 -0.3132
C -0.0196 3.3449 -0.5494
C 0.7426 2.2114 -0.2248
C -1.1479 -0.9548 -0.9676
C -2.5951 -1.1218 -1.4240
H -6.2577 -0.9314 -0.2347
H -4.8522 -1.1562 2.1667
H -5.7481 -2.5513 1.5351
H -3.3033 -2.5225 0.8950
H -4.4511 -2.6702 -0.4594
H -2.4979 -0.2877 1.3933
H -3.8839 0.7416 0.9568
H -2.6269 1.6132 -0.9947
H -1.7927 1.9227 0.5484
H 5.0661 0.4119 0.6421
H 6.7990 -1.3556 0.7723
H 6.1786 -3.7027 0.2977
H 3.8436 -4.2599 -0.3000
H 1.3653 -1.7951 -0.5028
H 3.5357 3.8094 0.8976
H 2.0957 5.7822 0.4506
H -0.1240 5.4681 -0.5726
H -0.9773 3.2341 -1.0322
H -0.4635 -1.2322 -1.7726
H -0.9463 -1.6109 -0.1106
H -2.7464 -2.1429 -1.7768
H -2.7829 -0.4460 -2.2663
```

---

Values of ΔE to the lowest compared entry with this formula, charge and spin, in order: 0.00, 133.16, 7.43, 22.29, all in kcal per mole.